Computed, not measured: a single C6H14N2 molecule at a distorted geometry, with wB97M-V/def2-TZVPD.

The total energy comes out at -346.45375 Ha. The SMILES is CN1CCC[C@H]1CN. The largest force on an atom is 0.06690 hartree/bohr.

Element x y z (Å)
C: 1.61687 -1.59745 0.30411
N: 0.53399 -0.90863 -0.33128
C: 1.11093 0.20426 -1.12519
C: 1.30061 1.33842 -0.04194
C: 0.05636 1.24719 0.84451
C: -0.35828 -0.26916 0.73939
C: -1.80439 -0.38317 0.35419
N: -2.36807 0.41500 -0.71885
H: 2.21634 -2.14813 -0.47386
H: 1.31736 -2.37113 0.94742
H: 2.15820 -0.99658 1.09713
H: 0.40945 0.66058 -1.98363
H: 2.07115 0.01901 -1.52887
H: 1.21566 2.23587 -0.66963
H: 2.28550 1.10295 0.44559
H: 0.01492 1.49349 1.88255
H: -0.58966 1.98832 0.41730
H: -0.26566 -0.84699 1.64163
H: -2.33030 -0.13820 1.30516
H: -2.08686 -1.44029 0.39017
H: -1.80689 0.48175 -1.55908
H: -3.30313 0.17427 -1.01138

Atomic forces in eV per Å
C 1.44 -0.24 0.02
N -0.64 0.91 0.03
C -2.66 2.00 0.85
C 0.53 -0.41 -0.74
C 0.62 -1.36 -0.50
C 0.05 0.99 -2.96
C -1.88 -0.82 1.83
N 0.61 0.48 -0.29
H 0.02 1.06 0.87
H -1.28 -1.40 0.60
H 0.38 -0.03 -1.35
H 1.26 -1.47 1.79
H 0.75 -0.74 -0.68
H 0.98 0.32 0.84
H -0.90 0.93 -0.34
H 1.07 0.38 0.84
H -1.22 -0.35 -0.44
H 0.36 0.00 0.50
H 0.04 0.73 -0.40
H 0.30 -0.39 -1.04
H 0.16 -0.31 0.21
H 0.02 -0.27 0.35